[1]
Molecular formula: C10H16
Method: DFT, ωB97M-V/def2-TZVPD

Geometry as ORCA input:
```
! wB97M-V def2-TZVPD RIJCOSX def2/J DEFGRID3
* xyz 0 1
H -0.79305 -1.08070 -1.87938
H -1.97959 0.56707 -3.61665
C 1.97326 -2.19408 0.95577
H -0.35786 -0.64164 2.92779
C -1.63109 1.20351 -2.86802
H -0.80110 0.85947 -0.68049
H -0.65613 1.94521 1.51759
H 2.24920 -3.10363 0.48822
H 0.41938 2.10997 2.89152
H 2.82797 1.06445 0.71839
H -2.50968 1.17056 -0.97798
H -2.26104 2.06875 -2.95826
C 0.91645 -2.01750 1.83605
C 0.40747 1.74993 1.89626
C 0.36757 -0.82735 2.20927
H 3.34355 -1.17034 -0.18856
C 0.96217 0.36200 1.64385
C 2.13007 0.26262 1.00475
H -1.77421 -1.37453 -0.50113
H -2.77718 -1.14453 -1.97694
H -0.73051 1.67063 -3.42755
H 0.99196 2.47515 1.18563
C -1.71049 -0.81725 -1.41648
H 0.44814 -2.82824 2.16185
C 2.56373 -1.01839 0.49493
C -1.61902 0.70887 -1.44042
*
```

For the largest force on an atom, the calculation gives 0.0916 hartree/bohr. The energy relative to the best compared isomer or geometry (same formula, charge and spin) comes out at 240.1 kJ/mol. The structure (SMILES) is Cc1ccccc1.CCC. The value obtained for the LUMO energy is 0.99 eV. The calculation puts the HOMO energy at -0.33357 Eh.

---

[2]
Molecular formula: C16H40N5O8Zr
Method: DFT, ωB97M-V/def2-TZVPD

Geometry as ORCA input:
```
! wB97M-V def2-TZVPD RIJCOSX def2/J DEFGRID3
* xyz 1 1
H 0.76934 5.98848 -2.97416
H -7.54422 -1.49544 3.23124
H 6.35015 1.61258 -1.20742
O -4.24666 0.19383 3.22530
H 4.88518 -5.99115 -3.50590
N -6.39281 0.07101 3.99590
H 3.47656 -6.67261 0.23747
N 7.23455 -0.01948 -0.24405
H 6.34235 -1.21055 1.29414
C 8.57724 0.43629 -0.73672
O 1.36125 -0.96921 4.12601
H 0.81495 7.60645 0.10531
H 3.79446 -8.91198 -1.90856
C -5.11319 0.54253 4.01277
H -7.60470 -0.68643 5.59968
H -8.28735 0.62740 4.77945
H -7.37877 -0.02142 2.23985
N 1.00897 5.74523 -0.99573
C -6.17543 3.09486 -1.32126
O 0.41061 3.73557 -0.19446
H -6.06676 -1.23616 2.33628
H 3.44730 -6.93879 -3.80853
C 1.64875 -0.68519 5.47179
C 1.11028 7.16106 -0.84470
H 8.44487 1.11622 -1.57831
H -7.94904 1.67471 -2.99665
C 1.32237 5.33033 -2.30401
H -7.47778 3.38846 -3.48231
N 3.82681 -6.78698 -1.72207
H -5.04776 0.74006 -3.51404
N -6.07578 2.16638 -2.42067
C -7.32013 0.23817 5.09745
H 8.13662 -1.06009 1.25784
H -6.28365 4.11208 -1.69763
H 9.01694 0.91187 0.13997
C 6.12633 0.68195 -0.66333
H 1.05789 -1.01880 -4.28649
H 0.94460 -1.19674 6.12799
O 2.88484 -4.95298 -0.81241
C 3.91433 -6.26332 -3.09180
H 5.31489 -8.16349 -2.05760
H 2.62527 -0.96287 5.86854
H 1.21216 4.29411 -2.62368
Zr 0.04402 -1.04452 0.04008
H 0.07042 5.52561 0.82110
C 3.43855 -6.05009 -0.66985
H -6.81331 1.89068 -4.27751
O -2.20327 -3.81449 0.11417
O 4.99390 0.23177 -0.40718
H -2.92595 -4.34956 -0.26789
C -7.17247 2.34970 -3.35643
C -6.85494 -0.72391 2.88807
H 4.62783 -8.44768 -0.47121
H -5.29586 3.10732 -0.67760
O -4.23978 1.10124 -1.69862
H 1.70377 0.39893 5.57042
C 4.39235 -8.10777 -1.47973
O 0.65126 -1.09664 -3.40154
H -6.97047 0.97335 5.82225
H 7.32728 -2.15341 0.21093
H 3.27788 -5.37872 -3.06905
H -6.97395 2.89045 -0.60803
H 2.14522 7.47625 -0.97756
H 0.47228 7.68775 -1.55437
C 7.22968 -1.16623 0.66263
C -5.05430 1.31748 -2.57662
H 9.07310 -0.44070 -1.15282
C 0.43443 4.96785 -0.05560
H -4.85868 1.13862 4.90277
H 2.38515 5.49077 -2.48531
*
```

For the largest force on an atom, the calculation gives 0.0689 hartree/bohr. The energy relative to the best compared isomer or geometry (same formula, charge and spin) comes out at 2501.6 kJ/mol. The value obtained for the LUMO energy is -8.29 eV. The calculation puts the HOMO energy at -0.38358 Eh.

---

[3]
Molecular formula: C5H7N2O2S
Method: DFT, ωB97M-V/def2-TZVPD

Geometry as ORCA input:
```
! wB97M-V def2-TZVPD RIJCOSX def2/J DEFGRID3
* xyz -1 1
N 0.31038 -0.23956 -1.21742
C -0.73693 0.82722 0.68994
H -0.17541 0.11525 1.23227
H -2.60974 -1.22093 -1.24628
N 2.62335 0.47480 0.44908
C 2.45978 -0.87852 0.54981
H -1.23108 -1.96234 -0.37998
S 1.08465 -1.42753 -0.53069
O 3.27332 -1.59640 1.09796
C -0.92524 0.13620 -0.59005
H -1.36753 0.97379 -1.30638
H -0.27996 1.82224 0.72019
C -1.90835 -1.03483 -0.46372
C 2.09798 1.41975 -0.07228
H -2.59802 -0.92363 0.43706
H -1.72811 1.04554 1.07284
O 1.71091 2.46894 -0.44236
*
```

For the largest force on an atom, the calculation gives 0.0825 hartree/bohr. The energy relative to the best compared isomer or geometry (same formula, charge and spin) comes out at 262.7 kJ/mol. The structure (SMILES) is CC(C)[N-]SC(=O)N=C=O. The value obtained for the LUMO energy is 3.73 eV. The calculation puts the HOMO energy at -0.12291 Eh.

---

[4]
Molecular formula: C27H61NO23S7
Method: DFT, ωB97M-V/def2-TZVPD

Geometry as ORCA input:
```
! wB97M-V def2-TZVPD RIJCOSX def2/J DEFGRID3
* xyz 0 1
H -13.86103 -3.36280 14.39040
H -15.30117 -0.20022 22.94151
C -14.29992 -3.45472 15.40782
S -15.92385 4.17806 22.42901
O -19.82124 0.79201 16.22627
C -14.99609 2.78810 12.19138
H -16.76908 -2.47098 18.53778
C -14.78904 2.40895 18.49516
H -13.41181 -3.51475 21.17105
H -13.81070 1.85696 23.41880
H -14.69294 1.92659 21.92678
C -11.68653 -3.59322 20.00741
C -14.76949 1.91708 23.02117
H -11.79085 -2.47059 19.95157
C -15.83239 2.59634 13.32846
O -14.28804 5.87695 19.10007
O -16.26141 3.53517 21.17829
H -20.37728 4.12327 16.51037
H -10.44604 -3.44312 15.26188
H -12.15642 -4.03972 19.05226
H -13.15819 6.58123 14.73359
C -14.50160 1.02777 19.05017
C -14.91150 5.50442 15.51977
H -17.05539 5.73062 17.02799
O -17.08647 4.50352 12.85413
O -10.26760 -3.76923 20.14515
O -13.15182 -3.13204 16.35227
H -13.98202 5.30508 23.32188
C -20.44384 -1.74094 18.45745
O -16.94807 4.96984 23.00066
O -17.63478 3.29749 14.48354
H -8.54691 -6.81737 20.84466
H -15.90748 0.52759 24.40079
N -16.90919 3.48951 13.55357
H -20.64473 -0.71045 20.28823
H -16.72700 0.88105 22.97103
H -21.82422 3.30690 19.78587
O -15.41798 3.16624 23.46607
H -15.49946 -1.55172 17.73883
H -15.52620 4.60051 15.24886
O -15.77613 0.53763 19.69833
H -17.06985 6.11304 18.74916
H -10.74426 -3.35977 17.12554
C -13.79434 5.70153 14.56789
O -18.77412 -3.59490 16.96823
H -20.81490 3.91661 21.05836
H -15.50263 6.38996 15.54342
S -16.17816 -0.94595 19.82035
H -13.84030 1.15914 19.90237
H -15.32008 2.43159 17.57835
H -18.91012 2.42784 19.82102
H -13.79740 2.88367 18.15351
H -12.74529 -5.09586 21.04784
C -12.46351 -4.05643 21.21579
S -9.54604 -5.05870 19.43674
H -21.99215 -1.77680 19.94535
C -14.79140 -4.88853 15.74640
C -20.71350 -2.85718 15.49530
C -19.76057 2.89813 19.34548
S -19.53309 2.01699 16.83513
C -20.42929 3.25343 15.90962
H -8.82934 -5.26059 21.61765
H -12.72019 0.39104 12.99838
H -15.13556 -2.77525 15.59514
H -14.65737 6.08556 21.78817
H -14.73653 -5.16335 16.80047
H -13.75220 4.62597 21.63019
O -20.77668 -5.14417 16.79810
C -16.46714 -1.44474 18.21619
H -21.00872 -1.01942 17.78936
H -15.85952 -5.09652 15.42761
O -20.87224 -3.15021 18.16233
H -21.81242 -2.58300 15.49370
C -15.69938 0.74690 23.36293
H -11.86167 -4.01013 22.14182
H -15.18625 3.06185 19.24224
H -19.99455 3.36280 14.95349
H -19.41815 3.79405 18.80637
H -10.22506 -6.33083 21.45821
C -13.87304 1.95727 12.03820
H -14.22370 -5.69424 15.37855
H -19.36690 -1.58521 18.28587
H -16.49398 4.45225 18.29799
H -13.20924 2.05792 11.19561
C -14.34899 5.17647 22.27904
C -16.59819 5.51428 18.01661
H -20.97020 2.24570 20.92641
C -9.27377 -6.02217 20.95157
H -17.29278 -0.81484 17.79030
H -21.48551 2.97179 15.92694
C -15.52365 1.75589 14.40154
S -12.14029 -2.03687 15.87566
C -13.55451 1.07699 13.09554
H -13.16988 4.80984 14.70266
O -15.11126 -1.72513 20.37483
O -18.17629 2.46845 16.95940
O -14.30820 5.31647 16.80382
C -14.33740 1.04456 14.27577
H -20.32916 -2.52267 20.36347
S -14.98609 6.17646 17.91131
H -13.93804 0.36952 15.02012
C -10.60699 -2.86122 16.18980
H -16.15787 1.52629 15.25553
S -20.15549 -3.84723 16.88224
O -12.35457 -0.87619 16.74290
H -20.40173 -3.46987 14.66623
O -17.40938 -0.85920 20.57076
H -14.06709 0.22852 18.47034
H -9.89450 -2.05056 16.25802
C -20.85813 3.12749 20.32450
H -15.22130 3.50251 11.44943
O -15.14611 7.51643 17.45734
C -20.88294 -1.72234 19.89595
O -10.43323 -5.69400 18.50193
O -20.23197 2.00302 18.29532
H -14.12629 5.75331 13.50339
O -12.18448 -1.85077 14.43685
O -8.30401 -4.53471 19.00418
H -20.10617 -1.91402 15.42266
*
```

For the largest force on an atom, the calculation gives 0.0787 hartree/bohr. The structure (SMILES) is O=[N+]([O-])c1ccccc1.CCOS(C)(=O)=O.CCOS(C)(=O)=O.CCOS(C)(=O)=O.CCOS(C)(=O)=O.CCOS(C)(=O)=O.CCOS(C)(=O)=O.CCOS(C)(=O)=O. The value obtained for the LUMO energy is -0.92 eV. The calculation puts the HOMO energy at -0.37493 Eh.

---

Question: What is the formula in the first record?
Answer: C10H16

---

Question: The lowest HOMO energy belongs to which entry?
Answer: C16H40N5O8Zr

---

Question: Which value of LUMO energy does entry 3 give?
Answer: 3.73 eV

---

Question: Number 1 is which compound?
Answer: C10H16